Entry 1:
The following is a DFT calculation (ωB97M-V/def2-TZVPD) of C5H9NOS in the gas phase at a distorted geometry.

Each line ends with the Mulliken charge.
Element x y z (Å)
C1 1.1380 -1.1047 1.0178  -0.667
C2 0.1955 -0.6836 -0.0978  -0.673
C3 -0.1728 0.7697 0.0019  0.052
C4 -1.3140 1.2294 0.8639  -0.561
C5 -1.5068 2.3456 -1.3521  0.124
H1 0.4649 -3.3798 1.0108  0.112
H2 0.7002 -0.9511 2.0158  0.342
H3 2.0789 -0.5205 0.9638  0.329
H4 0.6466 -0.8771 -1.0507  0.272
H5 -0.7549 -1.2684 -0.0508  0.381
H6 0.6615 1.4654 -0.0893  0.368
H7 -1.9288 0.5007 1.3816  0.253
H8 -1.2124 2.2175 1.3216  0.309
H9 -2.4727 2.8975 -1.2130  0.341
N1 -1.4224 1.1992 -0.5911  -0.261
O1 -0.6659 2.6806 -2.1658  -0.509
S1 1.6913 -2.8289 0.9108  -0.212

As for the HOMO energy: -9.271 eV. The value obtained for the lowest unoccupied orbital energy is 0.7 eV. The calculation puts the gap between HOMO and LUMO at 10.0 eV. For the energy, the calculation gives -19702.65025 eV. The SMILES is O=CN1C[C@H]1CCS.



Entry 2:
The following is a DFT calculation (ωB97M-V/def2-TZVPD) of a 4-piece molecular cluster, C38H51F24N2O8 overall at a distorted geometry.

Each line ends with the Mulliken charge.
Element x y z (Å)
C1 -0.4047 3.0127 2.3266  -0.610
C2 -0.8574 3.1016 3.9187  -0.301
C3 0.3524 2.7041 4.9660  -0.489
O1 0.0909 1.4852 5.7598  -0.371
C4 -0.1341 0.3797 4.8109  -0.116
O2 0.0992 -0.9692 5.3952  -0.343
C5 0.8055 -1.7728 4.3432  0.247
O3 2.1373 -1.9616 4.5530  -0.474
C6 0.0605 -2.3663 2.9903  0.900
C7 -1.0216 -1.4604 2.0929  -0.469
C8 -1.7434 -2.1184 0.7729  0.353
N1 -1.5074 -3.5547 0.2786  0.493
O4 -2.1932 -3.9689 -0.8026  -0.084
C9 -1.7700 -3.2781 -2.0304  -0.588
C10 -2.7927 -2.1109 -2.5584  0.474
C11 -2.4805 -1.9126 -4.1879  -1.402
C12 -4.3861 -2.4762 -2.4476  -0.588
C13 -5.1676 -1.8133 -1.1680  0.752
C14 -6.7966 -1.9013 -1.5374  -1.179
C15 -4.8576 -0.2241 -0.9091  -0.997
C16 -0.5154 -4.4280 1.0521  0.125
C17 -0.2853 -5.9563 0.4317  -0.376
C18 0.8485 -5.7823 -0.7736  0.360
C19 1.8689 -4.4639 -0.7192  -0.685
N2 0.9817 -6.7225 -1.7981  -0.615
C20 0.2916 -3.9197 2.4152  -0.219
C21 1.3248 -4.9008 3.2619  -0.944
C22 0.5349 -5.2833 4.6648  0.247
C23 -1.0745 -5.5558 4.4663  -0.891
O5 1.1715 -6.4586 5.2857  -0.526
H1 -0.7599 4.0059 1.7824  0.271
H2 0.7616 2.9627 2.1753  0.134
H3 -0.9484 2.1293 1.7443  0.083
H4 -1.1417 4.2367 4.1119  0.327
H5 -1.8261 2.4543 4.0292  0.277
H6 0.4996 3.6296 5.6850  0.320
H7 1.3407 2.6429 4.3118  0.294
H8 0.5793 0.4398 3.8559  0.368
H9 -1.2518 0.3888 4.4365  0.171
H10 -1.2914 -0.3566 2.3736  0.001
H11 -2.4975 -1.4413 0.1431  -0.236
H12 -1.5705 -4.0237 -2.9240  0.365
H13 -0.7288 -2.7348 -1.8181  0.156
H14 -2.4726 -1.1037 -2.0567  0.354
H15 -3.1441 -1.0089 -4.5620  0.366
H16 -2.8831 -2.8656 -4.7548  0.333
H17 -1.3381 -1.7839 -4.4156  0.325
H18 -4.4456 -3.6590 -2.2971  -0.341
H19 -4.9355 -2.2845 -3.4900  0.422
H20 -4.9975 -2.4992 -0.2056  0.191
H21 -6.9858 -2.8350 -2.2551  0.273
H22 -6.9901 -0.9495 -2.2309  0.335
H23 -7.4790 -1.9224 -0.5834  0.310
H24 -5.8368 0.4123 -0.7930  0.422
H25 -4.2891 -0.1570 0.1384  0.124
H26 -4.1441 0.2579 -1.7340  0.221
H27 -1.2855 -6.4225 0.0134  0.154
H28 0.0807 -6.6741 1.3009  0.390
H29 1.2590 -3.4682 -0.9314  0.118
H30 2.6997 -4.5273 -1.5566  0.440
H31 2.3334 -4.3496 0.3740  0.119
H32 1.7765 -6.3465 -2.3968  0.249
H33 2.3228 -4.3108 3.4224  0.434
H34 1.5979 -5.8811 2.6605  0.249
H35 0.6276 -4.3777 5.4216  0.104
H36 -1.6199 -4.5160 4.5572  0.254
H37 -1.5298 -6.2456 5.3265  0.439
H38 -1.3302 -6.0672 3.4218  0.151
H39 0.5037 -7.2146 5.2470  0.373
C24 2.7489 6.8226 -2.2682  -0.721
C25 2.3787 5.3984 -2.7207  0.797
C26 1.0077 4.9040 -2.2717  0.106
F1 0.8432 4.9273 -0.9316  -0.177
F2 0.8222 3.6106 -2.6522  -0.296
F3 3.3723 4.5481 -2.3406  -0.268
F4 2.4030 5.3960 -4.0913  -0.334
O6 3.5095 6.9403 -1.0572  -0.283
C27 2.7525 6.8370 0.1470  0.621
C28 3.0148 5.5353 0.9187  0.276
F5 2.8861 4.4357 0.1385  -0.211
F6 2.1371 5.3886 1.9459  -0.262
F7 1.4434 7.0279 -0.1451  -0.254
F8 3.1185 7.9022 0.9126  -0.371
H40 3.4136 7.2290 -3.0407  0.448
H41 1.8835 7.4970 -2.2707  0.323
H42 0.2090 5.4956 -2.7266  0.275
H43 4.0288 5.5303 1.3341  0.282
C29 -2.6014 -7.9077 -3.1047  -0.216
C30 -3.9520 -7.7160 -3.8182  0.812
C31 -5.1544 -7.5152 -2.9017  0.404
F9 -5.3329 -8.5260 -2.0244  -0.228
F10 -6.3003 -7.4426 -3.6322  -0.292
F11 -4.1410 -8.7533 -4.6801  -0.287
F12 -3.8309 -6.6034 -4.6097  -0.307
O7 -2.1813 -9.2587 -2.8654  -0.402
C32 -2.7807 -9.8893 -1.7355  0.742
C33 -3.7789 -10.9930 -2.1153  0.193
F13 -4.7006 -10.5710 -3.0134  -0.202
F14 -4.4668 -11.4280 -1.0268  -0.258
F15 -3.3205 -8.9341 -0.9405  -0.280
F16 -1.7556 -10.4288 -1.0194  -0.289
H44 -1.8357 -7.5064 -3.7801  0.446
H45 -2.5181 -7.2912 -2.2010  -0.110
H46 -5.0669 -6.5824 -2.3386  0.011
H47 -3.2574 -11.8512 -2.5536  0.243
C34 6.6161 11.6431 -1.6276  -0.725
C35 6.4051 12.8869 -0.7455  0.850
C36 7.2859 12.9660 0.4970  0.117
F17 7.1550 11.8991 1.3142  -0.196
F18 6.9564 14.0554 1.2431  -0.284
F19 5.0825 12.9817 -0.4345  -0.266
F20 6.6738 13.9807 -1.5268  -0.329
O8 5.7483 10.5254 -1.3897  -0.358
C37 6.1066 9.7046 -0.2799  0.631
C38 5.1386 9.8311 0.9057  0.562
F21 4.9302 11.1191 1.2692  -0.223
F22 5.6206 9.1901 2.0030  -0.302
F23 7.3939 9.9635 0.0541  -0.299
F24 6.0961 8.4236 -0.7420  -0.265
H48 6.3806 11.9492 -2.6545  0.421
H49 7.6690 11.3373 -1.6689  0.312
H50 8.3401 13.0637 0.2250  0.284
H51 4.1646 9.3949 0.6573  0.120

As for the HOMO energy: -12.672 eV. The value obtained for the lowest unoccupied orbital energy is -5.4 eV. The calculation puts the gap between HOMO and LUMO at 7.2 eV. For the energy, the calculation gives -124785.08511 eV. Its net charge is +1.